[1]
ORCA calculation (wB97M-V/def2-TZVPD) on a 2-piece molecular cluster, C16H19F7NO5S overall at a distorted geometry.

```
49
Properties=species:S:1:pos:R:3:forces:R:3:mulliken_charge:R:1
C 1.6799 -1.8659 2.1877 0.53 0.94 -0.26 -1.2115
C 3.0864 -1.9334 1.4640 -0.49 -0.67 0.49 0.5714
C 4.0198 -2.8670 2.3428 -1.01 -0.05 0.04 -1.2074
C 3.7074 -0.5162 1.1237 0.71 -1.33 -0.81 -0.5547
O 3.0662 0.6163 1.7855 -1.89 0.19 -0.72 -0.3509
C 2.5085 1.5029 0.8940 1.16 0.30 -0.51 0.2345
O 3.2176 2.1896 0.2080 -0.89 -0.19 0.12 -0.4639
C 0.9625 1.6509 0.6738 -3.21 -0.07 0.28 0.5811
C 0.4061 2.4541 -0.4372 -0.78 -1.32 1.87 -0.8249
C -1.0483 2.5375 -0.6004 1.77 -0.21 0.48 -0.5368
N -1.9084 1.8732 0.2423 0.96 -0.04 0.00 0.0902
C -1.4862 1.1195 1.3120 3.42 -0.30 -0.75 -0.2952
S -2.6865 0.2547 2.4224 -1.31 3.62 3.09 1.1426
O -2.2872 0.6477 3.7669 0.49 -1.14 -2.02 -0.6121
O -4.0292 0.6817 2.0689 1.62 -1.16 -0.98 -0.5976
C -2.5001 -1.5981 2.3565 0.18 -2.72 0.87 0.4813
F -2.7348 -2.0410 3.6395 0.15 1.14 -1.80 -0.2258
F -1.2420 -2.0302 2.0291 -1.37 1.18 0.09 -0.1708
C -3.5431 -2.3537 1.4313 -0.26 -1.39 0.63 0.6371
F -3.2279 -3.7013 1.5318 -0.03 1.86 -0.24 -0.2591
F -4.8074 -2.2374 1.9384 1.64 0.49 -0.99 -0.2340
C -3.4610 -2.0052 -0.1059 -1.43 -1.63 -2.08 0.6086
F -4.0161 -0.8002 -0.4369 1.41 -1.15 0.72 -0.2036
F -2.1961 -2.1533 -0.6226 -1.56 0.98 1.18 -0.2205
F -4.2219 -2.9520 -0.7560 0.93 1.32 1.04 -0.2373
C -0.0453 0.9990 1.5593 -0.93 0.81 -1.16 -0.1421
H 0.9387 -1.5270 1.4136 0.42 -0.57 0.92 0.1702
H 1.4001 -2.8318 2.6805 0.17 0.73 -0.85 0.4391
H 1.7050 -1.0958 3.0170 0.06 -0.81 -0.85 0.3286
H 2.8982 -2.4598 0.4813 0.37 0.65 0.94 0.2785
H 5.1116 -2.6285 2.2716 -1.01 -0.31 0.09 0.3588
H 3.6346 -2.8013 3.4037 0.91 0.07 -0.95 0.3120
H 3.8069 -3.9313 2.0321 0.55 1.08 0.29 0.3136
H 4.7965 -0.5667 1.4097 -1.18 0.55 -0.23 0.2967
H 3.6383 -0.3607 0.0079 0.22 -0.01 1.19 0.3014
H 1.0825 2.9964 -1.1393 -0.78 -0.53 0.67 0.5864
H -1.4577 3.1568 -1.4420 0.27 -0.77 0.92 0.5333
H -2.9215 1.9510 0.0790 0.37 -0.04 0.09 0.3462
H 0.2568 0.3922 2.4435 -0.12 0.65 -0.90 0.7019
C -0.4648 2.9012 -5.9419 -0.10 0.36 0.13 -1.2399
C -0.3516 2.6650 -4.4616 -0.10 0.33 0.00 0.8941
O -0.6312 3.5389 -3.6603 0.03 -0.37 0.14 -0.5545
C 0.1211 1.3054 -4.0138 -0.06 0.14 0.29 -0.7845
H -0.8147 3.9179 -6.1200 0.03 -0.09 0.04 0.3211
H 0.5119 2.7789 -6.4137 -0.08 -0.19 -0.07 0.3457
H -1.1822 2.2023 -6.3761 0.18 -0.10 -0.07 0.3399
H 1.1230 1.1139 -4.4016 -0.10 -0.13 -0.12 0.3439
H -0.5706 0.5372 -4.3642 0.16 -0.05 -0.14 0.3441
H 0.1561 1.2733 -2.9242 0.02 -0.04 -0.08 0.0247
```
Forces are in eV/Å.

Maximum force = 4.9 eV/Å
Frontier orbital gap = 7.03 eV
E = -58474.8248 eV
Net charge = +1
Lowest unoccupied orbital energy = -0.2147 Eh

[2]
ORCA calculation (wB97M-V/def2-TZVPD) on the molecule C16H19IN2O3 at a distorted geometry.

```
41
Properties=species:S:1:pos:R:3:forces:R:3:mulliken_charge:R:1
O 3.6287 -1.4148 0.2728 -0.19 1.31 0.34 -0.5752
I -2.5144 -0.0689 -4.6453 1.06 -0.75 1.90 0.0248
N -2.5235 0.6260 3.0791 1.53 -0.51 0.03 -0.5774
O -3.3240 -0.1673 -1.4832 0.35 0.22 0.19 -0.4557
O 2.6552 0.4999 -0.5664 -0.54 -1.23 0.47 -0.3647
C 3.1893 -0.7597 -0.6463 -0.64 -1.26 0.39 0.4651
C -1.5103 -0.1675 3.4552 -0.63 1.19 -0.48 -0.3178
C -1.9281 1.7158 2.4383 0.21 -0.75 0.37 -0.7248
C -0.5603 1.5648 2.4292 -0.48 0.93 0.02 0.7952
C -1.3719 -1.1152 -0.3730 0.14 -0.45 0.18 -0.4389
C -0.0898 -1.6870 -0.4626 -1.07 0.81 0.11 -0.3632
C -0.1816 -1.3956 -2.8709 -0.94 0.67 -0.26 -0.1103
C -1.4521 -0.7995 -2.7891 0.26 -0.18 -0.64 -0.9256
C -2.0552 -0.6961 -1.5328 -0.33 0.28 0.02 0.7414
C 0.4798 -1.8048 -1.7111 0.75 -0.72 -0.60 0.6196
N -0.2870 0.3890 3.0870 -1.13 -0.47 0.17 0.0096
C -3.4233 0.9347 -0.5737 -0.53 0.28 0.26 -0.7350
C 2.0510 0.8139 0.7248 0.48 0.42 0.59 -0.2245
C 2.9847 -1.5078 -1.9456 1.19 0.78 -0.87 -0.4715
C 0.4583 2.5093 1.8478 -0.42 -0.44 -0.16 -1.0539
C 1.8248 -2.4936 -1.8282 -0.19 0.21 0.24 -1.4328
C 1.0613 1.9418 0.5571 -0.10 0.47 -1.05 -0.1956
H -1.6270 -1.1207 3.9979 0.25 0.77 -0.44 0.3741
H -2.5011 2.5578 2.0136 0.36 -0.73 0.38 0.4165
H -1.8648 -1.0928 0.6106 0.10 0.28 -0.58 0.4212
H 0.4759 -2.0125 0.4246 -0.51 0.08 -0.43 0.3910
H 0.2659 -1.5058 -3.8599 0.06 -0.07 0.35 0.3808
H 0.6271 0.0149 3.2970 -0.20 0.06 -0.03 0.2550
H -2.5523 1.5826 -0.6865 0.34 -0.25 0.37 0.2275
H -4.2475 1.6110 -0.8794 0.03 -0.90 0.15 0.3681
H -3.5627 0.5568 0.4671 0.16 0.57 -0.72 0.3057
H 1.5415 -0.0268 1.2183 0.41 -0.22 -0.69 0.0963
H 2.8566 1.1259 1.3816 0.20 0.03 0.24 0.3374
H 3.9431 -2.0448 -2.1629 -0.83 0.39 0.20 0.3724
H 2.7923 -0.8034 -2.7620 0.00 -0.14 0.00 0.3974
H 1.2298 2.7041 2.5753 0.43 0.20 0.34 0.4128
H -0.0529 3.4769 1.6482 0.34 -0.70 0.04 0.3415
H 1.8173 -3.1021 -2.7251 0.09 -0.25 -0.10 0.4682
H 1.9695 -3.1423 -0.9522 0.09 0.11 -0.34 0.3922
H 1.5511 2.7370 -0.0256 -0.15 -0.12 0.20 0.3934
H 0.2265 1.5667 -0.0436 0.08 0.08 -0.17 -0.0403
```
Forces are in eV/Å.

Maximum force = 2.3 eV/Å
Frontier orbital gap = 9.04 eV
E = -34123.0096 eV
Lowest unoccupied orbital energy = 0.0072 Eh
Energy above the lowest of the compared OMol25 structures with the same formula, charge and spin = 0.000 eV
Structure (SMILES) = COc1ccc(CCC(=O)OCCCc2cnc[nH]2)cc1I

[3]
ORCA calculation (wB97M-V/def2-TZVPD) on C16H19IrN2SSeTe as an isolated structure at a distorted geometry.

```
41
Properties=species:S:1:pos:R:3:forces:R:3:mulliken_charge:R:1
Ir -0.9463 1.9726 1.8821 0.63 -0.55 -0.23 0.5564
C -3.7302 3.6112 3.7860 0.20 -0.10 0.19 -0.9509
Te -1.6551 3.2053 4.2340 -0.17 0.51 -0.58 0.2070
C -0.9120 5.0923 3.4871 -0.11 -0.19 0.24 -1.0190
H -3.7957 4.5302 3.2152 0.12 0.07 -0.09 0.2884
H -4.2693 3.7265 4.7195 0.02 0.00 0.10 0.3797
H -4.1537 2.7893 3.2198 0.08 -0.08 -0.06 0.3289
H -1.2479 5.8938 4.1350 -0.06 0.01 0.10 0.3779
H -1.2542 5.2530 2.4714 -0.11 -0.11 -0.07 0.3157
H 0.1705 5.0474 3.4974 0.13 -0.08 0.05 0.3633
S 0.6054 0.3024 2.4769 -0.73 0.72 -0.04 -0.3463
C 0.8868 -2.6843 -2.7662 -0.28 0.20 -0.52 -0.8389
N 1.5306 -3.0724 -1.5419 0.02 0.30 0.81 0.2690
C 1.4430 -2.4345 -0.3597 0.24 -0.15 0.15 0.0656
Se 0.4760 -0.8984 -0.0537 -0.45 0.51 -0.15 -0.1181
N 2.1848 -3.0985 0.5506 -0.29 0.32 -0.18 0.1255
C 2.7703 -4.1938 -0.0479 0.16 -0.59 -0.84 0.2954
C 3.6078 -5.1954 0.4196 -0.09 0.12 -0.02 -0.8783
C 4.0061 -6.1595 -0.4886 0.01 0.01 0.05 -0.4801
C 3.5878 -6.1328 -1.8189 -0.01 -0.02 -0.06 -0.6485
C 2.7519 -5.1416 -2.2945 -0.09 0.15 0.09 -0.5111
C 2.3484 -4.1723 -1.3892 0.58 -0.60 0.56 0.7478
H 0.2785 -1.7981 -2.5828 0.08 -0.12 -0.05 0.1702
H 0.2450 -3.4907 -3.1239 0.03 0.03 0.05 0.3529
H 1.6338 -2.4546 -3.5279 -0.03 -0.01 0.06 0.3586
H 2.2816 -2.8078 1.5115 -0.05 0.01 -0.09 0.1981
H 3.9339 -5.2250 1.4453 0.06 0.00 0.17 0.4054
H 4.6579 -6.9555 -0.1625 0.04 -0.04 0.05 0.3991
H 3.9230 -6.9047 -2.4935 0.04 -0.07 -0.05 0.3952
H 2.4257 -5.1194 -3.3207 -0.03 -0.02 -0.16 0.4262
C -2.5707 3.7115 -2.3879 -0.03 0.05 -0.01 -0.3255
C -2.9495 4.3190 -1.2012 -0.04 -0.02 -0.15 -0.8249
C -2.4765 3.8412 0.0083 0.17 -0.12 0.37 0.1227
C -1.5963 2.7540 0.0670 -0.09 -0.16 -0.04 0.1999
C -1.2072 2.1794 -1.1479 0.20 -0.25 0.35 0.1729
C -1.6901 2.6427 -2.3603 -0.04 0.08 0.08 -0.8092
H -2.9612 4.0671 -3.3298 -0.01 0.06 -0.06 0.3886
H -3.6269 5.1596 -1.2117 -0.07 0.07 -0.02 0.3747
H -2.8098 4.3290 0.9147 -0.04 0.02 0.11 0.1118
H -0.5143 1.3440 -1.1511 -0.03 0.06 -0.05 -0.0136
H -1.3817 2.1679 -3.2797 0.04 -0.04 -0.07 0.3675
```
Forces are in eV/Å.

Maximum force = 1.0 eV/Å
Frontier orbital gap (spin up / spin down) = 7.66 / 5.85 eV
2S+1 = 6
E = -106184.3659 eV
Net charge = +1
Expectation value of S² = 8.77
Lowest unoccupied orbital energy (spin up / spin down) = -0.0922 / -0.1878 Eh
Energy above the lowest of the compared OMol25 structures with the same formula, charge and spin = 1.022 eV

[4]
ORCA calculation (wB97M-V/def2-TZVPD) on the molecule C16H19N3O2S at a distorted geometry.

```
41
Properties=species:S:1:pos:R:3:forces:R:3:mulliken_charge:R:1
C -2.2512 3.3839 4.5123 0.25 -0.24 -0.31 -1.4215
C -1.5124 2.2976 3.7454 -0.17 -0.08 0.30 -0.2514
O -0.9452 2.8913 2.5990 0.07 0.12 -0.13 -0.3900
C -0.1962 2.1119 1.7589 0.09 0.08 -0.17 0.6728
C 0.3665 2.7619 0.6620 -0.21 -0.06 0.31 -0.8601
C 1.1347 2.0773 -0.2552 0.04 -0.17 -0.09 -0.3746
C 1.3667 0.7084 -0.1054 -0.07 0.12 0.40 0.4117
C 0.7998 0.0653 0.9931 0.09 0.05 -0.23 -0.5832
C 0.0312 0.7503 1.9162 -0.19 0.17 0.19 -0.5004
H -0.3877 0.2060 2.7485 -0.04 -0.01 0.08 0.3698
H 0.9654 -0.9947 1.1241 0.02 -0.10 0.04 0.3501
N 2.1727 -0.0155 -0.9709 0.54 -0.28 -0.02 -0.2974
H 2.0238 -1.0126 -0.8935 -0.01 0.21 -0.07 0.2708
C 2.3922 0.4163 -2.3314 0.12 0.00 0.06 0.4557
C 1.1287 0.8652 -3.0712 0.24 0.00 0.13 0.1688
O 1.0875 1.8356 -3.7939 0.06 0.10 -0.05 -0.6685
N 0.0103 0.0968 -2.8993 -1.04 0.40 -0.54 -0.3037
N -0.0185 -1.0165 -2.1630 -0.08 -0.84 0.34 0.0904
C -1.1216 -1.6145 -1.9368 0.05 0.95 -0.66 -0.2871
C -1.1447 -2.7986 -1.1421 0.14 -0.93 0.64 0.5514
C -2.2301 -3.5604 -0.7876 0.34 0.54 -0.31 -0.7809
C -1.8878 -4.6598 0.0188 0.26 -0.30 0.24 -0.3916
C -0.5519 -4.7277 0.2703 0.04 0.17 -0.09 -0.5007
S 0.3196 -3.4498 -0.4707 -0.55 -0.05 -0.13 -0.0098
H -0.0242 -5.4575 0.8517 0.07 -0.17 0.13 0.4143
H -2.6016 -5.3698 0.3961 -0.09 -0.14 0.08 0.4034
H -3.2345 -3.3327 -1.0971 -0.18 0.09 -0.08 0.4039
H -2.0804 -1.2559 -2.3272 0.08 0.06 0.00 0.3095
H -0.8513 0.4508 -3.3258 0.33 -0.05 0.13 0.2883
C 3.0465 -0.7143 -3.1247 -0.01 0.19 0.09 -1.5742
H 3.9775 -1.0044 -2.6447 0.09 -0.02 0.04 0.4083
H 2.3834 -1.5760 -3.1613 -0.03 -0.10 -0.02 0.3232
H 3.2595 -0.3862 -4.1388 0.02 0.00 -0.08 0.4096
H 3.0630 1.2860 -2.3268 -0.23 -0.08 -0.14 0.3390
H 1.5519 2.6139 -1.0923 0.07 0.09 -0.11 0.3724
H 0.1845 3.8185 0.5444 -0.02 0.13 -0.02 0.4179
H -2.2111 1.4990 3.4545 0.14 0.04 0.02 0.3482
H -0.7249 1.8590 4.3754 -0.08 -0.01 -0.11 0.3537
H -1.5581 4.1698 4.7990 0.04 0.08 0.07 0.3253
H -2.7067 2.9642 5.4049 -0.06 -0.02 0.10 0.4128
H -3.0250 3.8182 3.8852 -0.10 0.05 -0.02 0.3238
```
Forces are in eV/Å.

Maximum force = 1.2 eV/Å
Frontier orbital gap = 7.30 eV
E = -36300.0600 eV
Lowest unoccupied orbital energy = 0.0007 Eh
Energy above the lowest of the compared OMol25 structures with the same formula, charge and spin = 2.748 eV
Structure (SMILES) = CCOc1ccc(N[C@@H](C)C(=O)N/N=C/c2cccs2)cc1